[1]
{"formula": "C2H11NO2", "method": "ωB97M-V with the def2-TZVPD basis set", "elements": ["C", "C", "N", "H", "H", "H", "H", "H", "H", "H", "H", "H", "O", "H", "H", "O"], "positions_angstrom": [[1.220579, -1.072920, -1.122378], [0.282502, 0.082728, -1.256251], [-1.141070, -0.116139, -1.442347], [1.612193, -1.514450, -2.083866], [2.095468, -0.851510, -0.459134], [0.700165, -1.885835, -0.585217], [0.409030, 0.558345, -0.268975], [0.582385, 0.805935, -1.998351], [-1.722442, 0.465709, -2.087022], [-1.459537, -1.057184, -1.603504], [0.741677, 1.446895, 2.167216], [1.898810, 0.984410, 1.362634], [1.220106, 0.667364, 1.953977], [-1.597489, 0.129165, 0.606025], [-1.532411, -0.547946, 1.799725], [-1.556227, 0.370798, 1.533697]], "forces_ev_per_a": [[0.7, -2.0, -0.5], [0.1, 1.9, 0.9], [-2.1, -0.6, -0.4], [-0.5, 0.5, 0.9], [-0.7, 0.1, -0.7], [0.2, 0.1, -0.2], [-0.3, 0.3, -0.4], [0.6, 0.2, -0.3], [1.6, -0.4, 0.8], [0.3, -0.4, 0.0], [-1.0, 0.9, 0.4], [0.5, 0.0, -0.2], [0.9, -1.0, -0.1], [-0.1, 1.0, -1.4], [0.2, -0.3, 1.3], [-0.4, -0.5, 0.0]], "lowdin_charge": [-0.1108, -0.3640, -0.0333, 0.0821, 0.0785, 0.0765, 0.0659, 0.1024, 0.0992, 0.0635, 0.0173, 0.0266, -0.0509, -0.0205, 0.0333, -0.0659], "energy_ev": -7836.8461, "e_homo_ev": -9.2, "lumo_energy_ev": 0.90, "orbital_gap_ha": 0.371, "multiplicity": 1, "smiles": "CCN.O.O", "charge": 0}


[2]
{"formula": "C23H49Br2ClFN7O5P2", "method": "ωB97M-V with the def2-TZVPD basis set", "elements": ["C", "C", "Br", "C", "Br", "C", "C", "C", "O", "Cl", "C", "O", "N", "C", "O", "C", "C", "C", "F", "H", "H", "H", "H", "H", "H", "H", "H", "H", "H", "H", "H", "H", "O", "P", "N", "C", "C", "N", "C", "C", "N", "C", "C", "H", "H", "H", "H", "H", "H", "H", "H", "H", "H", "H", "H", "H", "H", "H", "H", "H", "H", "O", "P", "N", "C", "C", "N", "C", "C", "N", "C", "C", "H", "H", "H", "H", "H", "H", "H", "H", "H", "H", "H", "H", "H", "H", "H", "H", "H", "H"], "positions_angstrom": [[-3.673534, -5.632760, 2.498985], [-3.486575, -4.156760, 3.058308], [-1.805844, -3.768800, 4.064479], [-4.453071, -3.143350, 2.863821], [-3.995145, -1.353446, 3.650395], [-5.856311, -3.337833, 2.114594], [-6.935923, -4.197496, 2.975562], [-8.310995, -4.424646, 2.189652], [-9.021625, -3.544302, 1.694497], [-8.928172, -6.168639, 2.045772], [-6.478791, -1.825672, 2.246227], [-7.219171, -1.349880, 3.119418], [-6.025449, -1.072268, 1.040316], [-5.444291, -1.974572, -0.022243], [-4.060461, -1.804206, -0.366371], [-5.908045, -3.428881, 0.521531], [-5.036879, -4.516593, -0.261415], [-5.656863, -6.011022, -0.119764], [-6.623666, -6.125936, -1.213195], [-3.246263, -5.786888, 1.439279], [-4.731632, -6.042883, 2.557905], [-3.030305, -6.317155, 3.170864], [-7.133583, -3.720498, 4.007282], [-6.542148, -5.254543, 3.221633], [-5.200971, -0.458732, 1.208585], [-6.133445, -1.784649, -0.917341], [-3.496985, -2.288475, 0.288726], [-6.944187, -3.520825, 0.020666], [-5.147757, -4.270555, -1.384448], [-3.916388, -4.482736, -0.051296], [-4.889771, -6.829377, -0.307044], [-6.267062, -6.145211, 0.833206], [1.989070, -0.280630, 3.007950], [0.948970, 0.820278, 2.730437], [0.478879, 0.151359, 1.203444], [-0.020072, 0.876811, 0.043861], [-0.285488, -1.093901, 1.317245], [2.187754, 2.015028, 2.490842], [2.715837, 2.334049, 1.171389], [3.329265, 1.921065, 3.412642], [-0.284432, 2.087631, 2.511592], [-0.000421, 3.493641, 2.833608], [-1.463204, 1.716980, 3.330632], [-1.046182, 1.239802, 0.178544], [-0.017265, 0.227728, -0.838424], [0.601267, 1.722169, -0.234253], [-1.334115, -0.896826, 1.574684], [0.131502, -1.747361, 2.086576], [-0.265088, -1.659000, 0.380137], [3.050939, 1.444749, 0.632999], [3.553338, 3.035314, 1.234054], [1.976319, 2.874486, 0.574699], [4.046952, 1.155936, 3.095724], [2.987437, 1.680195, 4.425636], [3.853698, 2.877583, 3.478756], [0.438363, 3.607926, 3.828414], [-0.917521, 4.092382, 2.797091], [0.657162, 3.953270, 2.095495], [-1.232243, 1.777076, 4.400269], [-1.778516, 0.692767, 3.118477], [-2.318068, 2.363845, 3.117352], [4.852548, 3.186473, -1.398079], [5.515388, 3.112658, -2.785431], [4.292279, 4.072266, -3.547858], [3.854367, 3.995714, -4.934144], [4.331889, 5.487188, -3.166844], [5.120217, 1.427546, -2.951018], [3.911918, 0.974604, -3.624240], [5.266800, 0.630362, -1.723763], [6.377106, 3.040624, -4.343537], [6.974842, 1.787835, -4.828001], [7.488091, 4.022527, -4.293588], [4.588683, 4.409692, -5.635534], [2.923436, 4.556794, -5.068237], [3.616145, 2.986513, -5.254597], [5.118305, 6.024894, -3.710097], [4.521478, 5.605665, -2.097948], [3.377498, 5.980494, -3.373026], [3.012211, 1.453720, -3.229911], [3.791573, -0.110051, -3.539240], [3.979811, 1.139918, -4.702781], [4.400437, 0.738084, -1.062091], [6.165133, 0.932064, -1.173669], [5.387294, -0.429406, -1.962009], [7.596111, 1.306834, -4.067865], [7.599617, 1.971992, -5.709157], [6.216782, 1.083575, -5.171309], [8.253046, 3.712574, -3.572889], [7.128363, 5.008390, -3.988041], [7.955799, 4.145695, -5.273557]], "forces_ev_per_a": [[1.4, -0.5, 0.8], [-2.1, 1.2, -0.9], [-1.6, -0.7, -1.1], [2.0, -2.2, 0.2], [-0.5, -1.5, -0.7], [-2.2, 2.0, 1.0], [0.6, -1.9, 0.1], [-1.9, 3.0, -1.0], [3.0, -3.2, 1.8], [0.8, 1.2, 0.3], [-0.7, 1.8, 0.1], [2.7, -1.9, -2.9], [1.8, -0.8, 0.6], [-2.4, -1.1, 0.5], [-1.1, -0.4, 1.3], [1.6, -0.4, -1.8], [-0.7, -0.7, -0.4], [-0.3, 1.0, -1.0], [1.2, 0.1, 1.5], [-0.7, 0.5, 1.7], [1.3, 0.9, -0.1], [-1.1, 1.1, -1.0], [0.1, -0.3, -1.9], [-0.5, 1.7, -0.5], [-1.4, 0.2, 0.6], [1.8, -0.2, 0.7], [-0.7, 0.6, -0.6], [1.2, -0.1, 1.7], [0.2, -0.4, 1.7], [-1.6, 0.0, 0.0], [-1.0, 1.1, 0.5], [1.0, 0.0, -1.2], [-2.9, -0.6, 3.3], [4.9, 1.2, -6.9], [-0.8, -0.9, -0.4], [-0.3, 0.4, 0.1], [0.5, -0.3, 0.2], [0.8, 1.2, 0.5], [-0.6, 0.3, -0.2], [-0.4, -0.3, 0.3], [-0.9, -0.3, 3.3], [0.4, 0.5, 0.0], [-0.5, -0.3, -0.3], [-0.1, 0.0, -0.1], [0.1, -0.2, 0.3], [0.0, 0.1, 0.3], [-0.2, -0.1, -0.1], [0.1, 0.2, 0.0], [0.0, 0.2, 0.0], [0.0, 0.0, -0.2], [0.0, -0.2, 0.3], [0.0, -0.2, -0.1], [0.0, 0.0, 0.1], [0.1, -0.1, -0.2], [-0.1, 0.1, -0.2], [0.0, 0.1, -0.1], [-0.2, -0.4, 0.1], [0.2, -0.3, 0.2], [-0.2, 0.1, 0.0], [0.1, -0.1, -0.1], [0.1, 0.0, 0.0], [3.9, 2.0, 0.7], [-7.5, -3.4, -2.1], [-0.2, 1.2, -0.1], [0.4, -0.1, -0.4], [-0.1, -0.1, 0.6], [0.3, -1.5, 0.0], [0.3, 0.3, -0.6], [0.3, 0.4, 0.2], [3.0, 0.5, 1.7], [-0.1, -0.6, -0.1], [-0.1, 0.6, -0.3], [0.0, 0.0, -0.1], [0.1, 0.1, 0.3], [0.2, -0.1, 0.1], [-0.1, 0.2, -0.1], [0.0, -0.2, -0.1], [0.0, -0.1, -0.1], [-0.2, 0.0, 0.0], [0.2, 0.1, 0.3], [-0.1, 0.2, 0.0], [0.1, 0.0, 0.1], [-0.2, 0.0, 0.0], [-0.1, 0.1, -0.2], [0.0, -0.1, -0.1], [0.0, 0.4, 0.2], [0.0, 0.1, 0.4], [0.1, 0.0, -0.2], [-0.1, 0.0, 0.1], [-0.1, -0.1, 0.1]], "lowdin_charge": [-0.1169, -0.6348, 0.6447, -0.4988, 0.7417, -0.2526, -0.0811, -0.6591, 0.0299, 0.5757, -0.4334, 0.0644, 0.0837, -0.3271, -0.0213, -0.1679, -0.1183, -0.1359, -0.1254, 0.0863, 0.0682, 0.0842, 0.1532, 0.0975, 0.1082, 0.1675, 0.0952, 0.1670, 0.1407, 0.1028, 0.1242, 0.0801, -0.3056, 0.7696, -0.3024, -0.1333, -0.1565, -0.3533, -0.1365, -0.1525, -0.2754, -0.1255, -0.1508, 0.0770, 0.0832, 0.0515, 0.0458, 0.0551, 0.0808, 0.0737, 0.0805, 0.0593, 0.0776, 0.0696, 0.0769, 0.0878, 0.0834, 0.0714, 0.0832, 0.0241, 0.0845, -0.3072, 0.7708, -0.3094, -0.1392, -0.1492, -0.3526, -0.1387, -0.1441, -0.2780, -0.1267, -0.1449, 0.0768, 0.0841, 0.0499, 0.0644, 0.0701, 0.0796, 0.0870, 0.0826, 0.0542, 0.0597, 0.0742, 0.0786, 0.0881, 0.0836, 0.0707, 0.0810, 0.0664, 0.0821], "energy_ev": -219207.5519, "e_homo_ev": -7.7, "lumo_energy_ev": -0.92, "orbital_gap_ha": 0.251, "multiplicity": 1, "smiles": "C/C(Br)=C(/Br)[C@@]1(CC(=O)Cl)C(=O)N[C@@H](O)[C@H]1CCF.CN(C)P(=O)(N(C)C)N(C)C.CN(C)P(=O)(N(C)C)N(C)C", "charge": 0}


[3]
{"formula": "C4H11N3", "method": "ωB97M-V with the def2-TZVPD basis set", "elements": ["C", "C", "C", "C", "H", "H", "H", "H", "H", "H", "H", "H", "H", "H", "H", "N", "N", "N"], "positions_angstrom": [[-1.858960, 0.000635, 0.033465], [-0.788986, -1.053367, -0.139375], [0.444978, -0.847533, 0.744511], [1.389518, 0.219380, 0.227390], [-2.228387, 1.940204, -0.446592], [-0.699490, 1.658944, 0.030917], [-2.758533, -0.339478, -0.488642], [-2.111155, 0.052319, 1.104898], [-0.479301, -1.066842, -1.201816], [-1.215936, -2.037446, 0.111513], [0.137895, -0.551730, 1.759235], [0.996944, -1.790844, 0.825128], [2.295197, -1.154329, -1.028262], [2.882712, 0.449761, -1.179627], [1.974584, 2.026147, 0.277069], [-1.463652, 1.277654, -0.531000], [2.154177, -0.162994, -0.846537], [1.328392, 1.379524, 0.747719]], "forces_ev_per_a": [[-0.4, -0.2, 0.1], [0.3, -0.4, -0.4], [0.2, 0.0, 0.3], [-0.5, -0.3, 0.1], [0.0, -0.1, -0.1], [-0.1, 0.0, -0.2], [0.0, 0.0, 0.0], [0.0, 0.0, 0.0], [-0.2, -0.1, 0.4], [0.1, 0.3, -0.1], [0.1, -0.1, -0.3], [0.0, 0.0, 0.0], [-0.1, 0.6, 0.1], [-0.1, -0.1, 0.1], [-0.2, -0.1, 0.2], [0.2, 0.5, 0.2], [0.3, -0.5, -0.1], [0.5, 0.5, -0.2]], "lowdin_charge": [-0.3205, -0.2179, -0.1557, -0.5299, 0.0634, 0.0312, 0.1066, 0.1083, 0.1141, 0.1094, 0.1166, 0.1068, 0.1006, 0.0949, 0.0524, -0.0021, 0.1254, 0.0964], "energy_ev": -8796.8745, "e_homo_ev": -8.9, "lumo_energy_ev": 0.94, "orbital_gap_ha": 0.363, "multiplicity": 1, "smiles": "[H]/N=C(\\N)CCCN", "charge": 0}


[4]
{"formula": "C4H5NO", "method": "ωB97M-V with the def2-TZVPD basis set", "elements": ["O", "C", "C", "C", "C", "N", "H", "H", "H", "H", "H"], "positions_angstrom": [[2.622341, -0.642829, 0.614880], [1.640699, -0.624264, -0.306077], [0.355308, -0.690421, 0.040839], [-0.962008, -0.516075, 0.101620], [-1.545568, 0.827762, 0.007134], [-0.843475, 1.858923, -0.253706], [3.457733, -0.665693, 0.132123], [0.959215, -1.734679, -0.487476], [-1.620382, -1.366675, 0.242907], [-2.629392, 0.864235, 0.183456], [-1.434467, 2.689716, -0.275699]], "forces_ev_per_a": [[0.1, 0.0, -0.1], [-0.4, 0.0, 0.1], [0.1, 0.2, -0.1], [0.2, -0.1, 0.0], [0.1, 0.1, 0.0], [-0.3, -0.2, 0.1], [-0.1, 0.0, 0.1], [0.0, -0.2, 0.0], [0.1, 0.1, 0.0], [0.2, 0.0, -0.1], [0.1, -0.1, 0.0]], "lowdin_charge": [0.0064, -0.1708, -0.0842, -0.0974, -0.2691, 0.0859, 0.1009, 0.1833, 0.0985, 0.1036, 0.0429], "energy_ev": -7761.7216, "e_homo_ev": -8.4, "lumo_energy_ev": 0.24, "orbital_gap_ha": 0.316, "multiplicity": 1, "charge": 0}


[5]
{"formula": "C5H11NO", "method": "ωB97M-V with the def2-TZVPD basis set", "elements": ["C", "N", "C", "C", "C", "C", "H", "H", "H", "H", "H", "H", "H", "H", "H", "H", "H", "O"], "positions_angstrom": [[0.878397, -1.720680, -1.317458], [0.181274, -1.693802, -0.039008], [0.460685, -0.580097, 0.765300], [0.369046, 0.696457, 0.322474], [0.560242, 1.754499, 1.324707], [0.762219, 3.028305, 1.019938], [1.970743, -1.778408, -1.279355], [0.719320, -2.676055, -1.846530], [0.474702, -0.979075, -1.994658], [0.264901, -2.552412, 0.482858], [0.600412, -0.730269, 1.824824], [0.238023, 1.009372, -0.701246], [0.448669, 1.484538, 2.368199], [1.026273, 3.753153, 1.793028], [1.003660, 3.478646, 0.064411], [-3.100847, -0.264045, -0.810176], [-1.721781, -0.749638, -1.441286], [-2.642101, -0.924017, -1.361913]], "forces_ev_per_a": [[-0.1, -1.8, -0.7], [1.0, 0.0, 0.4], [-1.2, 0.9, -1.3], [0.7, -0.5, 1.6], [-0.4, 0.1, -1.0], [1.3, 1.2, 0.7], [0.1, 1.0, 0.4], [-0.7, 0.2, 0.4], [0.4, 0.4, 0.0], [0.1, -0.1, -0.2], [0.0, -0.3, 0.1], [0.0, -0.2, -0.2], [0.2, -0.1, 0.0], [-0.5, -0.3, 0.2], [-0.5, -0.6, -0.5], [0.9, -0.3, -0.4], [1.0, 0.5, 0.4], [-2.0, -0.2, 0.0]], "lowdin_charge": [-0.1224, -0.0898, -0.1549, -0.1169, -0.2155, -0.0266, 0.0837, 0.0852, 0.0680, 0.1129, 0.1121, 0.1008, 0.0965, 0.0471, 0.0514, 0.0517, -0.0285, -0.0546], "energy_ev": -8899.1902, "e_homo_ev": -7.9, "lumo_energy_ev": 0.85, "orbital_gap_ha": 0.322, "multiplicity": 1, "smiles": "C=C/C=C/NC.O", "charge": 0}